(1)
# C35H35N7Ti

A structure of composition C35H35N7Ti in a non-equilibrium geometry (wB97M-V/def2-TZVPD, the OMol25 dataset).

Cartesian coordinates (Å):
Ti1 -0.74152 0.00460 -0.28346
N1 -1.02973 0.01290 2.16534
C1 -1.48525 1.16588 2.77639
C2 -1.62747 1.29328 4.17124
C3 -1.14900 0.30648 4.98503
C4 -0.63411 -0.85925 4.40927
C5 -0.64081 -0.96785 3.04441
H1 -1.70347 1.95239 2.06916
H2 -1.98702 2.19422 4.64604
H3 -1.02970 0.44771 6.04909
H4 -0.18943 -1.64467 5.00240
H5 -0.25095 -1.87278 2.60225
N2 0.63989 -1.92228 -0.07904
C6 1.86848 -1.95065 0.54202
C7 2.82260 -2.96092 0.37294
C8 2.54167 -3.94281 -0.56848
C9 1.36081 -3.85931 -1.31584
C10 0.46948 -2.87616 -1.02634
H6 2.03771 -1.11586 1.20600
H7 3.76003 -2.90120 0.90590
H8 3.24125 -4.75223 -0.71621
H9 1.12277 -4.61750 -2.04721
H10 -0.50009 -2.90767 -1.50105
N3 -2.69751 1.86576 -0.54591
C11 -3.88749 1.80368 0.13339
C12 -5.01279 2.48944 -0.32973
C13 -4.99433 3.10921 -1.57329
C14 -3.80370 3.20117 -2.27221
C15 -2.66227 2.64371 -1.66689
H11 -3.96269 1.25512 1.06066
H12 -5.94857 2.49985 0.20935
H13 -5.89027 3.62533 -1.88521
H14 -3.75366 3.76970 -3.18910
H15 -1.72160 2.83405 -2.16219
N4 3.87642 -0.42435 2.86169
C16 4.49557 0.03248 1.73822
C17 5.80980 -0.24098 1.42718
C18 6.57971 -1.11126 2.27199
C19 5.95665 -1.54914 3.44886
C20 4.61719 -1.20213 3.74369
H16 3.90915 0.65042 1.07439
H17 6.34682 0.25950 0.63502
H18 7.64932 -1.19473 2.14810
H19 6.55175 -2.05691 4.19346
H20 4.06812 -1.49677 4.62579
N5 -0.32939 0.04081 -2.91318
C21 0.88858 -0.48894 -3.18896
C22 1.44655 -0.42755 -4.44921
C23 0.72876 0.16120 -5.49282
C24 -0.53249 0.67902 -5.21045
C25 -1.02334 0.53088 -3.93417
H21 1.49743 -1.02955 -2.47943
H22 2.39219 -0.90586 -4.65751
H23 1.02447 0.07611 -6.52806
H24 -1.13641 1.19320 -5.94345
H25 -2.02194 0.88020 -3.71693
N6 -2.76793 -1.46018 -0.38996
C26 -3.45284 -1.79873 0.75769
C27 -4.82916 -2.05443 0.73059
C28 -5.43598 -2.18726 -0.52846
C29 -4.77536 -1.80343 -1.69391
C30 -3.44901 -1.50774 -1.57131
H26 -2.91770 -1.93748 1.68546
H27 -5.29854 -2.35830 1.65459
H28 -6.47571 -2.44849 -0.65935
H29 -5.19857 -1.85638 -2.68613
H30 -2.88292 -1.34190 -2.47599
N7 0.75889 1.77311 -0.08757
C31 1.45973 1.92136 1.06733
C32 2.51206 2.86210 1.20527
C33 2.92746 3.56127 0.09154
C34 2.21111 3.46498 -1.06415
C35 1.17356 2.50344 -1.11241
H31 1.21144 1.42155 1.99196
H32 2.98280 2.99072 2.16873
H33 3.71612 4.29815 0.05386
H34 2.55624 3.95326 -1.96351
H35 0.61813 2.30538 -2.01720

Forces on the atoms, in the same order (eV/Å):
-0.6 -0.1 0.4
-0.1 0.8 1.7
0.2 -1.7 -0.3
0.2 0.6 -1.0
0.9 -1.1 0.2
-0.3 0.7 0.3
0.0 0.4 -1.4
-0.2 0.2 0.1
-0.1 0.2 -0.4
-0.4 0.1 0.1
-0.1 0.0 0.0
0.0 -0.1 -0.3
1.6 0.3 -0.5
-1.0 -0.1 -0.2
-1.0 0.8 -0.5
0.1 0.1 -0.1
1.1 -0.8 0.5
-1.2 0.4 0.7
0.1 0.0 0.2
0.0 -0.1 0.1
0.0 -0.1 -0.1
0.0 0.0 -0.1
-0.1 0.3 -0.2
-0.5 0.4 -0.1
0.4 1.0 -1.5
0.1 -0.6 -0.3
0.1 0.3 0.5
0.4 -0.2 1.0
-1.1 -0.5 0.2
0.4 -0.2 0.0
0.1 -0.2 0.3
0.0 -0.1 -0.3
0.2 -0.1 -0.1
0.4 -0.4 0.3
1.4 -0.9 0.5
-0.2 -0.7 1.2
1.7 -1.3 1.1
-2.0 1.8 0.4
-0.4 0.3 0.1
-0.2 1.4 -2.9
-0.1 0.1 0.1
-0.3 0.0 -0.4
0.0 -0.4 -0.2
-0.1 -0.3 0.0
0.3 -0.1 0.1
0.8 -1.3 1.0
-0.1 0.5 -0.7
-0.4 0.1 -1.0
-0.7 -0.3 0.2
0.5 -0.2 -0.2
-0.1 0.7 0.4
-0.5 0.3 0.8
0.1 0.0 0.1
0.5 0.3 0.0
0.0 -0.2 -0.2
-0.1 0.1 0.2
-0.4 -0.3 0.5
-0.5 0.4 -2.0
1.0 -1.0 -0.9
-0.7 1.2 0.0
0.1 -0.8 0.8
1.2 0.4 1.0
0.3 0.5 -0.1
-0.3 0.1 -0.1
-0.1 -0.2 0.5
-0.3 0.0 0.1
0.4 0.3 0.1
0.5 -1.3 1.3
1.1 2.1 0.3
-0.9 -1.2 -0.1
0.2 1.2 0.1
-1.0 -2.1 -0.8
0.4 1.3 -0.8
-0.5 -0.6 -0.3
0.1 -0.1 0.0
0.3 -0.1 0.6
-0.3 0.2 -0.1
0.1 0.2 -0.3

Calculated values
- Expectation value of S²: 3.7616
- Net charge: +1
- Energy: -70402.2005 eV
- Multiplicity: 4
- Frontier orbital gap (spin up / spin down): 4.486 / 9.899 eV

***

(2)
# C35H36AsBBr2ClEuF2N2O9S2

A structure of composition C35H36AsBBr2ClEuF2N2O9S2 in a non-equilibrium geometry (wB97M-V/def2-TZVPD, the OMol25 dataset).

Cartesian coordinates (Å):
Eu1 -0.79841 0.33096 -0.35996
C1 -3.44293 2.36637 0.17515
C2 -2.47814 3.04558 1.11303
C3 -2.66343 4.37083 1.43069
C4 -1.70016 5.06647 2.16839
C5 -0.61165 4.28005 2.71846
C6 0.45151 4.80466 3.40183
Br1 0.57009 6.70108 3.79928
C7 1.47753 4.09173 3.95877
C8 1.47097 2.71225 3.82011
Br2 2.87216 1.80748 4.72201
C9 0.45849 2.06997 3.05172
O1 0.47966 0.74300 2.84200
C10 -0.57107 2.82078 2.42308
N1 -1.45193 2.24920 1.50664
H1 -4.49253 2.81236 0.28846
H2 -3.53120 1.29939 0.46284
H3 -3.16298 2.36052 -0.85707
H4 -3.48261 4.91811 0.98713
H5 -1.81429 6.07599 2.48515
H6 2.27485 4.54915 4.47043
O2 2.01137 -0.60362 -3.46985
As1 0.53014 0.29382 -4.03414
O3 0.99537 1.22798 -5.38063
O4 -0.23464 0.96606 -2.66704
C11 -0.41222 -1.18029 -4.71378
C12 0.02780 -1.54860 -5.94808
C13 -0.64213 -2.25787 -6.86427
C14 -1.83074 -2.76968 -6.40398
C15 -2.31901 -2.51058 -5.15572
C16 -1.64330 -1.71184 -4.27483
S1 -2.47931 -1.33596 -2.71558
O5 -1.49739 -1.77136 -1.64105
O6 -3.59242 -2.27385 -2.87021
O7 -2.80727 0.06838 -2.60512
H7 2.89736 -0.24891 -3.60165
H8 0.98782 -1.07143 -6.17895
H9 -0.21565 -2.49537 -7.83394
H10 -2.39181 -3.47131 -7.02478
H11 -3.23823 -2.90288 -4.85311
O8 1.55648 -0.54148 0.62311
C17 2.77704 -0.99713 0.00126
C18 3.39350 -2.24927 0.55628
C19 2.43806 -3.42406 0.49269
C20 2.08609 -3.85350 -0.89957
C21 3.00491 -3.85078 -1.95362
C22 2.58129 -4.12611 -3.25733
C23 1.24376 -4.28477 -3.43745
C24 0.37937 -4.25006 -2.35768
N2 0.77228 -4.04877 -1.10168
H12 1.68541 -0.05800 1.45189
H13 3.47327 -0.12487 0.09925
H14 2.54673 -1.14060 -1.05956
H15 3.54776 -2.09423 1.61375
H16 4.32136 -2.40785 0.00019
H17 1.51954 -3.08354 0.90787
H18 2.71861 -4.28376 1.12568
H19 4.00386 -3.56431 -1.73394
H20 3.29250 -4.15546 -4.04462
H21 0.80656 -4.30217 -4.42530
H22 -0.65449 -4.30360 -2.51691
F1 -1.47078 0.39504 4.10670
B1 -0.56228 -0.25854 3.27405
F2 -1.20131 -0.72723 2.01030
Cl1 -2.71492 -6.05975 6.44742
C25 -2.06100 -4.58016 5.82127
C26 -1.64610 -3.57227 6.67848
C27 -0.91966 -2.54001 6.13964
C28 -0.62078 -2.44489 4.76108
C29 0.19295 -1.33541 4.22385
C30 -1.10658 -3.44499 3.94496
C31 -1.84576 -4.51523 4.42118
H23 -1.78733 -3.61190 7.76830
H24 -0.64569 -1.73531 6.83456
H25 1.09636 -1.74050 3.77614
H26 0.55084 -0.68658 5.08342
H27 -0.89782 -3.44043 2.91168
H28 -2.09458 -5.40011 3.84322
O9 1.05126 2.28429 -0.74788
S2 1.51129 3.27031 -1.72708
C32 0.01466 3.91713 -2.54622
C33 -0.67981 4.76404 -1.49681
C34 0.35297 5.28384 -0.39337
C35 1.72812 4.87013 -0.89001
H29 -0.43527 3.00676 -2.90373
H30 0.32088 4.45527 -3.46552
H31 -1.41698 4.14311 -0.96626
H32 -1.22990 5.61642 -1.91528
H33 0.17639 4.77108 0.54069
H34 0.26509 6.36299 -0.18361
H35 2.44627 4.69327 -0.10696
H36 2.13591 5.52534 -1.69996

Forces on the atoms, in the same order (eV/Å):
0.5 0.3 0.3
-1.7 -0.3 1.4
-0.4 -0.3 -0.6
0.3 0.1 -0.1
0.9 -1.5 0.9
-1.6 -1.1 -1.5
0.6 1.2 0.8
-0.2 -0.1 -0.2
-0.2 -1.5 -0.4
-0.9 0.3 -0.6
-0.1 -0.5 -0.2
-0.4 -0.1 -0.1
0.8 -0.6 -0.4
0.4 1.9 0.1
0.7 0.5 0.9
1.4 -0.6 -0.4
-0.1 0.4 0.0
0.3 0.3 -0.9
-0.3 -0.1 0.0
0.0 0.6 0.0
0.7 0.6 0.6
-0.5 -0.3 0.2
1.3 2.2 0.3
-0.6 -1.0 2.1
1.2 -1.0 -2.0
-2.2 -0.8 1.1
3.3 2.2 -0.2
-0.6 -1.5 -0.5
-0.7 -1.4 -1.5
0.3 0.0 0.0
1.2 1.8 0.3
0.6 -2.5 0.8
-1.2 0.9 -1.3
0.1 0.9 0.9
-0.2 0.0 0.1
-0.5 0.5 -0.3
-0.3 -0.3 -0.5
-0.2 0.1 0.1
0.0 0.3 0.0
-1.2 -0.6 0.3
-0.1 -1.0 -0.6
-0.1 2.0 -0.2
-0.4 -0.2 0.5
0.3 -0.7 -0.3
-0.4 0.4 -0.7
-0.8 -0.4 0.1
0.6 0.4 1.7
-1.1 0.0 -0.8
1.2 0.4 0.6
0.4 -0.4 -0.3
0.0 0.0 0.2
-0.1 -0.8 -0.3
-0.1 0.2 0.1
0.7 0.2 0.4
0.1 -0.1 0.4
-0.9 0.3 0.5
0.3 0.3 -0.3
0.8 -0.1 0.0
0.4 0.1 -0.7
0.0 -0.3 -0.2
-1.4 -0.1 -0.1
-0.7 0.0 -0.4
0.1 0.9 -0.2
0.4 -0.1 1.1
-0.4 -0.3 0.4
0.2 0.0 -1.2
-0.1 -0.7 0.3
0.0 1.2 -0.4
-0.3 0.1 1.4
0.6 0.7 0.6
-0.6 -0.8 0.1
0.4 -0.2 2.1
-0.1 -0.2 -0.6
0.2 -0.2 -0.5
0.2 -0.1 -0.3
-0.3 -0.7 -0.9
0.3 0.3 -1.1
-0.1 0.4 -0.2
-0.5 -0.8 1.8
0.5 1.1 -1.7
1.1 0.5 -0.5
-0.5 0.3 1.2
-0.3 -0.3 -1.0
-0.1 0.1 -0.9
-0.7 -0.2 0.2
0.1 0.0 0.6
0.2 0.3 -0.2
0.1 -0.3 -0.1
-0.2 -0.1 0.1
0.1 -0.4 -0.2
0.4 0.2 0.3
-0.1 -0.4 0.7

Calculated values
- Expectation value of S²: 12.0298
- Net charge: -2
- Energy: -318849.9295 eV
- Multiplicity: 7
- Frontier orbital gap (spin up / spin down): 4.022 / 4.289 eV

***

(3)
# C35H36N2O3

A cluster of 2 separate species, C35H36N2O3 in total in a non-equilibrium geometry (wB97M-V/def2-TZVPD, the OMol25 dataset).

Cartesian coordinates (Å):
C1 -7.20694 1.74136 -3.64393
C2 -6.78515 1.60079 -2.18230
N1 -5.32411 1.68898 -2.05322
C3 -4.69267 1.12198 -0.90202
C4 -5.16863 1.38871 0.39413
C5 -4.59768 0.80002 1.48879
C6 -3.52966 -0.12256 1.35441
C7 -2.96041 -0.73069 2.50792
C8 -2.16183 -1.90864 2.57376
C9 -2.18957 -2.89331 1.55860
C10 -1.46178 -4.04473 1.66636
C11 -0.64352 -4.29590 2.78456
N2 0.19963 -5.45745 2.82316
C12 -0.42358 -6.78737 2.63699
C13 0.56562 -7.92404 2.89472
O1 1.74329 -7.77140 2.11950
C14 2.41697 -6.55587 2.40644
C15 1.52158 -5.34127 2.16064
C16 -0.61455 -3.32852 3.80620
C17 -1.36002 -2.18163 3.71310
C18 -3.03473 -0.35391 0.04776
C19 -3.59794 0.25198 -1.04094
C20 -4.79232 2.91010 -2.69694
C21 -5.29379 3.03616 -4.13717
O2 -6.71182 2.94934 -4.20486
H1 -6.82704 0.91046 -4.24927
H2 -8.29813 1.75036 -3.75718
H3 -7.23094 2.39626 -1.57935
H4 -7.10736 0.64517 -1.75646
H5 -5.99003 2.07510 0.50962
H6 -4.97623 1.01539 2.47335
H7 -3.18447 -0.26207 3.45170
H8 -2.83950 -2.75864 0.71073
H9 -1.49958 -4.77518 0.87678
H10 -1.27956 -6.85094 3.31641
H11 -0.82004 -6.85396 1.62051
H12 0.86144 -7.96346 3.94887
H13 0.14370 -8.90540 2.64385
H14 2.76022 -6.59717 3.44664
H15 3.31445 -6.53655 1.77380
H16 1.35237 -5.20154 1.08868
H17 1.99628 -4.42541 2.52829
H18 0.01243 -3.51141 4.66334
H19 -1.32737 -1.45326 4.50652
H20 -2.16596 -0.97536 -0.08680
H21 -3.22162 0.05565 -2.02983
H22 -5.12422 3.77016 -2.10799
H23 -3.69940 2.89054 -2.64582
H24 -5.00900 3.99489 -4.59037
H25 -4.87782 2.24588 -4.77201
C22 -7.85420 1.86805 3.72680
C23 -6.86372 1.67388 4.67245
C24 -6.34237 0.42350 4.88420
C25 -6.82158 -0.69211 4.16788
C26 -6.31040 -1.99262 4.33888
C27 -5.13785 -2.31591 5.08486
C28 -4.65925 -3.72251 5.19279
C29 -3.51435 -3.96806 5.94044
C30 -3.01225 -5.24312 6.07895
C31 -3.64691 -6.30387 5.46704
C32 -4.78328 -6.07993 4.71641
C33 -5.28936 -4.80435 4.58120
O3 -4.47475 -1.43430 5.62473
C34 -7.84237 -0.46740 3.22156
C35 -8.32392 0.79482 2.99175
H26 -8.26312 2.85082 3.56092
H27 -6.51495 2.50912 5.25492
H28 -5.56613 0.27946 5.61417
H29 -6.85033 -2.78419 3.85367
H30 -3.03068 -3.12955 6.41185
H31 -2.12517 -5.40805 6.66694
H32 -3.25537 -7.30194 5.58063
H33 -5.27260 -6.90782 4.23041
H34 -6.18328 -4.65176 4.00475
H35 -8.22842 -1.30966 2.67486
H36 -9.06989 0.94621 2.23160

Forces on the atoms, in the same order (eV/Å):
0.3 0.1 -0.1
0.5 0.0 0.6
0.3 -0.6 -0.8
-0.5 0.5 -0.1
-0.1 0.0 -0.9
0.4 -0.4 0.5
0.1 0.0 -0.1
-0.4 -0.3 -0.2
0.2 -0.2 0.0
-0.2 0.3 0.1
0.4 -0.4 0.4
0.3 0.0 -0.5
0.6 -0.6 1.1
-0.2 0.8 -0.2
0.2 0.3 0.1
-0.1 0.0 -0.4
-0.3 -0.2 0.2
-0.7 0.5 0.1
0.4 -0.8 -0.5
-0.6 0.4 -0.3
0.1 0.1 0.3
-0.3 0.4 -0.3
0.0 -0.5 0.5
-0.2 -0.3 0.0
-0.1 0.3 0.2
0.1 -0.2 0.2
0.3 0.1 0.2
-0.4 0.2 -0.1
0.0 0.1 -0.2
-0.2 0.1 0.1
-0.1 0.1 0.3
-0.1 0.1 0.4
-0.1 0.0 -0.1
-0.1 -0.2 -0.2
0.1 -0.1 0.0
0.0 -0.4 -0.2
-0.2 0.2 0.2
0.0 0.4 -0.1
-0.1 0.2 0.1
-0.4 0.1 0.0
0.2 -0.1 -0.3
0.1 -0.2 0.0
0.1 0.0 0.2
-0.1 0.1 0.2
0.1 -0.1 -0.1
0.1 0.0 -0.2
-0.1 0.3 -0.1
-0.1 0.0 -0.2
-0.1 -0.2 0.3
0.2 -0.1 0.1
-0.1 0.5 -0.2
-0.2 0.1 -0.1
0.2 0.0 0.2
0.0 0.4 0.0
0.8 -1.1 0.1
-1.3 0.3 -1.0
-0.1 -0.5 -0.1
0.0 0.3 0.0
0.1 0.0 0.1
0.2 -0.2 0.0
-0.1 -0.2 -0.2
0.0 0.2 0.1
1.5 0.7 1.0
0.3 -0.1 0.2
-0.2 0.0 -0.1
-0.1 0.2 0.0
0.1 0.2 0.1
0.0 0.0 0.0
-0.1 -0.2 -0.2
0.0 0.2 0.1
0.2 -0.1 0.1
0.0 -0.2 0.0
-0.1 -0.1 -0.1
-0.2 0.0 -0.2
-0.1 -0.2 -0.2
-0.3 0.1 -0.1

Calculated values
- Net charge: 0
- Energy: -45997.8855 eV
- ΔE to the lowest compared entry with this formula, charge and spin: 13.3 kcal per mole
- Frontier orbital gap: 3.174 eV